Entry 1:
26
Properties=species:S:1:pos:R:3:forces:R:3 method="wB97M-V/def2-TZVPD" homo_energy_ev=-8.90 largest_force_ha_per_bohr=0.057 smiles="C[C@H](N)O.C=C(C)C.O" charge=0 relative_energy_kj_mol=85.43 orbital_gap_ha=0.3568
C -2.2409 0.6084 1.1837 -0.1 0.3 0.8
C -1.9163 0.9931 2.4300 -1.6 -0.6 -0.3
C -2.7082 1.5835 0.1465 0.1 0.0 0.2
C -2.1879 -0.8213 0.7405 0.3 0.1 0.0
O 0.2921 1.0477 0.6495 -0.8 0.9 1.4
H 1.0567 1.1891 0.0701 0.1 0.8 0.5
H -2.7858 2.5878 0.5568 -0.1 0.1 0.0
H -1.8375 -1.4745 1.5349 0.0 -0.1 0.1
H -1.7586 0.2526 3.1998 0.5 -0.1 0.0
H -2.2090 1.9633 2.8021 0.4 0.4 -0.2
H 0.0313 1.7571 1.3396 1.2 -1.6 -2.1
H -1.9950 1.6083 -0.6742 0.0 0.0 -0.2
H -3.6783 1.2812 -0.2447 -0.1 0.0 -0.1
H -3.1722 -1.1537 0.4109 -0.1 0.0 0.0
H -1.5097 -0.9154 -0.1082 0.0 0.0 -0.1
C 2.1682 -0.6261 -1.5306 -0.2 -0.4 0.1
C 1.9294 -1.5682 -0.3544 -0.1 0.2 -0.2
N 3.2924 -1.1045 -2.3124 0.0 0.1 -0.1
O 2.4684 0.6894 -1.1046 0.0 0.2 0.1
H 3.3445 0.6597 -0.6989 0.0 0.0 0.0
H 1.2377 -0.5125 -2.1114 0.2 0.0 0.1
H 3.3936 -0.5691 -3.1673 0.0 -0.1 0.0
H 3.1854 -2.0815 -2.5537 0.0 0.0 0.0
H 1.1880 -1.1463 0.3187 0.0 0.1 0.0
H 2.8621 -1.7240 0.1852 0.1 0.0 0.0
H 1.5496 -2.5243 -0.7077 0.1 -0.2 0.0

=====

Entry 2:
27
Properties=species:S:1:pos:R:3:forces:R:3 method="wB97M-V/def2-TZVPD" homo_energy_ev=-11.81 largest_force_ha_per_bohr=0.102 smiles="C=P(C[NH3+])(OCC)OCC" charge=+1 relative_energy_kj_mol=178.42 orbital_gap_ha=0.3147
C 0.2340 -0.5897 -2.2118 -2.1 0.4 2.1
C -1.0056 3.2338 0.5141 -1.2 -1.4 -2.2
C 2.8605 -1.0946 -0.1641 -0.3 0.3 1.9
C -0.6604 2.1520 -0.5989 0.1 3.3 -0.1
C 1.6610 -1.8179 0.4048 0.3 -0.1 1.7
C -1.9526 -1.4472 0.1713 -1.9 2.2 -2.1
N -2.2606 -0.9292 1.5269 3.9 3.5 -0.2
O -1.1734 0.8736 -0.2016 0.6 -0.2 -0.7
O 0.4775 -0.9422 0.6010 0.5 0.4 -1.4
P -0.4593 -0.5133 -0.6148 -1.0 -0.6 -1.8
H 0.8405 -1.4412 -2.2796 1.4 -1.2 0.3
H -0.3806 -0.6478 -3.1227 -0.3 0.8 0.7
H -1.7251 3.8941 0.0775 -0.5 0.5 -0.2
H -1.4458 2.9734 1.4452 0.0 -1.0 0.8
H -0.1469 3.7782 0.6414 2.0 1.4 0.8
H 2.5421 -0.3888 -0.8702 -0.2 1.0 -1.2
H 3.2358 -0.5924 0.7179 0.4 0.7 -0.2
H 3.6960 -1.6550 -0.5234 0.0 -0.9 -0.4
H 0.4878 2.1764 -0.6956 -1.9 -0.6 -0.3
H -1.2049 2.6532 -1.5500 1.5 -2.2 1.7
H 1.8005 -1.9011 1.5059 0.5 -1.3 -1.0
H 1.4164 -2.7437 -0.1295 -0.4 0.2 0.4
H -2.9123 -1.2610 -0.4053 1.3 -0.5 0.3
H -1.7210 -2.4487 0.2531 0.3 -2.2 -0.1
H -1.4302 -1.2094 2.1137 -1.7 -0.3 0.2
H -3.2218 -1.0192 1.8260 0.1 -0.4 0.6
H -1.9635 0.1473 1.4139 -1.5 -2.1 0.3

=====

Entry 3:
25
Properties=species:S:1:pos:R:3:forces:R:3 method="wB97M-V/def2-TZVPD" homo_energy_ev=-13.25 largest_force_ha_per_bohr=0.107 charge=+1 relative_energy_kj_mol=209.29 orbital_gap_ha=0.3843
C 1.3260 -2.7233 -0.1618 -1.4 -0.9 -1.4
C 0.5038 1.5413 -1.3728 -1.9 0.0 5.2
C -1.3644 -1.6410 -0.6729 -1.4 -0.4 -0.3
C -0.3425 3.1571 1.6376 0.7 1.0 -0.9
C 1.0161 -1.2387 -0.3022 1.1 0.8 -1.6
C -0.5114 0.6506 0.0566 1.7 3.3 -2.9
N -0.3710 -0.7887 0.0322 -0.2 -2.3 2.1
P -0.0146 1.2756 1.7537 -0.8 0.9 -0.2
H 1.4121 -3.0776 0.8494 -0.5 -0.2 0.5
H 0.7596 -3.4502 -0.8777 0.4 1.4 1.7
H 2.2788 -2.8977 -0.5726 1.6 0.3 -0.4
H 0.3684 0.9497 -2.2226 0.0 -0.7 -1.3
H -0.0535 2.5232 -1.3825 1.0 -1.1 -0.2
H 1.5230 1.5690 -0.9112 -0.9 0.2 -0.9
H -2.0179 -1.1663 -1.3657 0.3 1.3 -0.9
H -0.8615 -2.4382 -1.1675 0.3 -0.4 -0.3
H -2.1553 -2.0771 -0.0570 0.7 0.0 0.9
H 0.5922 3.4221 0.9998 -1.2 0.1 1.7
H -0.4280 3.6771 2.6509 0.9 -1.0 -1.2
H -1.1480 3.7156 1.0743 0.2 -1.6 0.3
H 1.0390 -0.9272 -1.3879 0.6 -0.5 1.1
H 1.7472 -0.5948 0.2758 -1.0 -0.8 -0.6
H -1.5367 0.8848 -0.1482 -0.5 0.2 -0.2
H -0.5308 -1.0579 1.0220 0.3 0.0 -0.3
H -1.2308 0.7124 2.2501 0.1 0.3 0.3